{"formula": "C5H8O", "method": "ωB97M-V with the def2-TZVPD basis set", "symbols": ["C", "C", "C", "C", "C", "O", "H", "H", "H", "H", "H", "H", "H", "H"], "positions_angstrom": [[0.6043, -1.7747, 0.0206], [-0.2482, -0.8967, -0.8629], [-1.5105, -0.3119, -0.3073], [-0.6582, 0.6896, -0.5435], [-0.2210, 1.8549, 0.3033], [0.3742, 1.4466, 1.5152], [0.1868, -2.7872, 0.0050], [1.6410, -1.8227, -0.3231], [0.5920, -1.4085, 1.0485], [0.3566, 0.3165, -1.1597], [-0.2271, -1.1302, -1.9292], [-1.1287, 2.4507, 0.4700], [0.5141, 2.4873, -0.1975], [-0.2754, 0.8863, 1.9606]], "mulliken_charge": [-1.14, 0.13, -0.79, 0.47, -0.53, -0.53, 0.35, 0.35, 0.24, 0.05, 0.43, 0.26, 0.38, 0.34], "e_above_lowest_kj_mol": 540.8, "charge": 0, "multiplicity": 1, "e_lumo_ha": 0.0283}

{"formula": "C15H27BI2NO6", "method": "ωB97M-V with the def2-TZVPD basis set", "symbols": ["C", "C", "O", "C", "C", "O", "C", "C", "O", "C", "B", "C", "C", "O", "I", "C", "C", "O", "I", "C", "C", "O", "N", "C", "C", "H", "H", "H", "H", "H", "H", "H", "H", "H", "H", "H", "H", "H", "H", "H", "H", "H", "H", "H", "H", "H", "H", "H", "H", "H", "H", "H"], "positions_angstrom": [[3.7470, 1.5797, -2.0593], [2.7278, 0.4940, -1.7574], [3.0936, -0.6767, -2.4737], [2.0709, -1.6458, -2.6197], [2.1682, -2.7548, -1.5629], [0.8929, -2.9844, -0.9926], [0.9485, -3.5653, 0.3031], [-0.4520, -3.6551, 0.8913], [-0.7767, -2.5334, 1.6673], [-1.8550, -1.6980, 1.2178], [-1.5096, -0.1090, 1.2498], [0.0351, 0.1103, 0.6267], [0.9722, 0.8923, 1.4442], [0.9999, 2.0236, 1.7074], [2.6763, -0.3473, 2.2471], [-1.7713, 0.6280, 2.7210], [-1.1326, 0.0618, 3.9215], [-0.1748, 0.4050, 4.4891], [-2.2072, -1.6467, 4.8272], [-2.6294, 0.5791, 0.2013], [-2.6372, 2.0662, 0.2287], [-3.4269, 2.7499, 0.8428], [-1.5458, 2.6608, -0.4831], [-1.7248, 2.5382, -1.9405], [-1.2666, 4.0281, -0.0556], [3.7819, 1.8010, -3.1328], [4.7442, 1.2728, -1.7271], [3.4723, 2.4925, -1.5171], [1.7155, 0.8144, -2.0516], [2.7036, 0.2903, -0.6741], [2.1656, -2.0546, -3.6326], [1.0701, -1.1943, -2.5263], [2.8952, -2.4434, -0.7955], [2.5347, -3.6932, -2.0140], [1.4099, -4.5683, 0.2493], [1.5612, -2.9346, 0.9673], [-1.1769, -3.7822, 0.0729], [-0.5044, -4.5558, 1.5266], [-2.7307, -1.9118, 1.8556], [-2.1380, -1.9928, 0.1933], [0.4899, -0.8514, 0.3781], [-0.0660, 0.7059, -0.2950], [-1.4260, 1.6731, 2.7001], [-2.8567, 0.6326, 2.8862], [-2.3788, 0.2087, -0.8011], [-3.6293, 0.2193, 0.4819], [-0.9216, 1.9444, -2.4028], [-1.7134, 3.5357, -2.3996], [-2.6794, 2.0588, -2.1881], [-0.2301, 4.2737, -0.3190], [-1.3657, 4.0901, 1.0307], [-1.9493, 4.7683, -0.5066]], "mulliken_charge": [-1.49, 1.20, -0.46, -0.30, -0.54, -0.30, -0.29, -0.81, -0.20, -1.13, 1.25, 1.80, -0.12, -0.50, -0.25, -0.61, -0.08, -0.44, -0.22, -0.82, 0.12, -0.66, 0.44, -0.94, -1.13, 0.35, 0.33, 0.37, -0.23, -0.26, 0.30, 0.18, 0.35, 0.34, 0.50, 0.04, 0.34, 0.33, 0.24, 0.25, -0.68, -0.61, 0.18, 0.61, 0.26, 0.42, 0.09, 0.39, 0.38, 0.32, 0.29, 0.41], "charge": -1, "multiplicity": 1, "e_lumo_ha": 0.0961}

{"formula": "C18H34Br16Cl6", "method": "ωB97M-V with the def2-TZVPD basis set", "symbols": ["Br", "C", "C", "Br", "H", "H", "H", "H", "Br", "C", "C", "Br", "H", "H", "H", "H", "Br", "C", "C", "Br", "H", "H", "H", "H", "Br", "C", "C", "Br", "H", "H", "H", "H", "Br", "C", "C", "Br", "H", "H", "H", "H", "Br", "C", "C", "Br", "H", "H", "H", "H", "Br", "C", "C", "Br", "H", "H", "H", "H", "Br", "C", "C", "Br", "H", "H", "H", "H", "C", "Cl", "Cl", "Cl", "H", "C", "Cl", "Cl", "Cl", "H"], "positions_angstrom": [[-3.9723, -4.6108, -1.0948], [-4.2962, -2.9301, -0.1659], [-5.7972, -2.6990, -0.2039], [-6.1589, -0.9798, 0.6521], [-3.8538, -2.1690, -0.8061], [-3.8912, -2.8898, 0.8353], [-6.3308, -3.4365, 0.3810], [-6.1498, -2.6385, -1.2216], [5.2536, 0.6221, 0.3471], [4.1951, 1.5292, 1.7331], [3.8891, 2.9070, 1.2268], [5.4400, 4.0291, 0.9874], [4.7623, 1.4939, 2.6585], [3.2891, 0.9537, 1.9034], [3.2262, 3.4858, 1.8659], [3.4072, 2.7596, 0.2662], [4.8736, 4.1545, -4.4830], [4.5301, 3.0340, -2.8715], [3.1427, 2.4444, -2.9702], [1.7590, 3.8273, -2.8305], [4.6185, 3.7913, -2.1147], [5.3087, 2.2956, -2.9585], [2.8316, 1.7134, -2.2282], [3.0462, 1.9721, -3.9458], [0.7758, 1.7777, 0.0157], [0.3168, -0.1169, 0.1477], [-1.0474, -0.2599, 0.7378], [-1.1490, 0.4576, 2.5473], [1.0301, -0.4636, 0.8816], [0.3410, -0.6462, -0.7918], [-1.3817, -1.2969, 0.7131], [-1.8071, 0.2942, 0.1927], [2.8012, -2.1545, -0.9958], [4.5414, -2.9968, -0.7392], [5.0790, -3.5907, -2.0114], [3.8159, -4.7566, -2.9705], [4.3588, -3.7199, 0.0417], [5.2138, -2.2088, -0.4189], [5.9105, -4.2635, -1.8402], [5.3648, -2.8166, -2.7120], [-3.6910, 0.8104, -1.7388], [-2.9256, 1.4362, -3.4185], [-1.4316, 1.2718, -3.3771], [-0.7726, 1.9303, -5.1053], [-3.2035, 2.4784, -3.5470], [-3.3828, 0.9000, -4.2428], [-1.1433, 0.2297, -3.3336], [-0.9826, 1.8542, -2.5796], [0.9804, 5.5503, 2.4878], [0.2603, 5.1611, 0.7247], [-1.1033, 4.6089, 0.9320], [-1.9755, 4.1343, -0.7164], [0.9183, 4.4754, 0.2127], [0.2235, 6.0996, 0.1851], [-1.7319, 5.2911, 1.4954], [-1.0683, 3.7245, 1.5672], [-1.3559, -5.9260, 6.4470], [-1.9731, -4.9025, 4.8694], [-0.9852, -3.7900, 4.6514], [-0.9923, -3.1611, 2.8143], [-2.9803, -4.5977, 5.0924], [-1.8898, -5.6216, 4.0661], [0.0264, -4.0695, 4.9218], [-1.1716, -2.8997, 5.2521], [-4.5170, 2.5462, 2.9886], [-4.7168, 3.0783, 1.3287], [-6.0975, 2.3480, 3.7739], [-3.5396, 3.6688, 3.9410], [-4.0578, 1.5716, 3.0243], [-0.3219, -4.0084, -2.1464], [-0.0016, -4.3348, -0.4383], [-1.3215, -2.5531, -2.3285], [-0.9713, -5.4352, -2.9253], [0.6096, -3.7679, -2.6384]], "mulliken_charge": [-0.13, 0.00, -0.65, -0.19, -0.21, 0.36, 0.42, 0.41, -0.16, -0.34, 0.04, -0.12, 0.45, 0.16, 0.20, -0.24, -0.17, -0.62, -0.26, -0.10, 0.29, 0.41, -0.02, 0.47, -0.01, -0.44, 0.07, -0.14, 0.49, 0.05, 0.04, -0.12, 0.08, -0.44, -0.63, -0.16, 0.36, 0.14, 0.40, 0.32, -0.14, -0.80, 0.17, -0.15, 0.44, 0.50, 0.14, -0.13, -0.19, 0.05, -0.57, -0.12, -0.25, 0.42, 0.46, 0.22, -0.17, -0.52, -0.68, -0.07, 0.36, 0.34, 0.41, 0.35, 0.27, -0.07, -0.15, -0.13, 0.06, -0.15, -0.05, 0.01, -0.11, 0.24], "e_above_lowest_kj_mol": 0.0, "charge": 0, "multiplicity": 1, "e_lumo_ha": 0.0005}

{"formula": "C6H14N2O2", "method": "ωB97M-V with the def2-TZVPD basis set", "symbols": ["C", "C", "C", "O", "N", "H", "H", "H", "H", "H", "H", "H", "C", "C", "C", "O", "N", "H", "H", "H", "H", "H", "H", "H"], "positions_angstrom": [[-2.6363, 1.1423, -1.7908], [-2.1413, -2.4346, -0.4605], [-1.9039, -0.0696, -1.3435], [-0.6886, -0.0878, -1.2218], [-2.6800, -1.1994, -1.1260], [-2.7484, 1.7514, -0.9946], [-3.6915, -0.9693, -1.3403], [-2.5637, -2.5823, 0.5524], [-2.1543, 1.7401, -2.5805], [-3.5049, 0.8678, -2.2241], [-2.3144, -3.3054, -1.0790], [-1.0578, -2.3532, -0.3641], [2.6154, 1.4385, -0.5687], [0.9402, -0.2185, 2.5538], [2.0351, 0.3296, 1.6868], [3.2094, 0.3207, 2.0292], [1.7296, 0.8725, 0.4847], [0.7410, 0.6582, 0.1584], [3.1085, 2.3272, -0.1457], [0.1885, -0.6920, 1.9617], [3.3387, 0.7042, -1.0298], [2.0196, 1.6927, -1.4383], [1.2728, -1.1535, 3.1515], [0.3974, 0.6130, 2.9413]], "mulliken_charge": [-1.35, -0.80, 0.85, -0.69, -0.23, 0.29, 0.21, 0.28, 0.33, 0.48, 0.30, 0.29, -0.86, -0.89, 0.70, -0.65, -0.10, 0.21, 0.28, 0.17, 0.26, 0.32, 0.29, 0.31], "e_above_lowest_kj_mol": 158.7, "charge": 0, "multiplicity": 1, "e_lumo_ha": 0.0201}

{"formula": "C2H4NO4", "method": "ωB97M-V with the def2-TZVPD basis set", "symbols": ["O", "C", "N", "C", "O", "O", "H", "H", "H", "H", "O"], "positions_angstrom": [[0.9730, 1.6407, 1.6007], [0.8511, 0.4437, 1.6831], [-0.0247, -0.3482, 1.0391], [-0.9904, 0.0265, -0.0282], [-0.9163, -0.7565, -1.0058], [-1.7560, 0.9563, 0.1975], [1.4942, -0.1914, 2.3287], [0.1844, -1.3288, 0.9539], [0.4806, -1.3881, -1.7520], [0.5472, -1.1828, -3.2054], [1.1661, -1.3556, -2.4791]], "mulliken_charge": [-0.56, 0.03, -0.15, 0.55, -0.81, -0.65, 0.30, 0.27, 0.43, 0.28, -0.70], "e_above_lowest_kj_mol": 89.4, "charge": -1, "multiplicity": 1, "e_lumo_ha": 0.1453}